Entry 1:
C20H18ClN3O6S | ωB97M-V/def2-TZVPD

Properties
SMILES = C[C@H](OC(=O)c1ccc(S(=O)(=O)NCc2ccco2)cc1)C(=O)Nc1ccc(Cl)cn1
Energy relative to the best compared isomer or geometry (same formula, charge and spin) = 2.7 kcal per mole
E_LUMO = -0.43 eV

The geometry in ORCA input format:
```
! RIJCOSX wB97M-V def2-TZVPD def2/J DEFGRID3
* xyz 0 1
C -2.82 3.78 1.50
C -1.94 3.58 0.26
H -2.56 3.63 -0.64
C -0.90 4.70 0.19
O -1.24 5.84 -0.03
N 0.37 4.29 0.43
C 1.54 5.03 0.45
N 2.62 4.30 0.72
C 3.80 4.88 0.76
C 3.96 6.24 0.54
C 2.83 7.02 0.25
C 1.60 6.40 0.21
H 0.70 6.96 -0.01
H 2.93 8.07 0.08
Cl 5.52 6.96 0.61
H 4.64 4.24 0.98
H 0.51 3.30 0.61
O -1.31 2.30 0.33
C -1.60 1.40 -0.64
O -2.35 1.62 -1.55
C -0.89 0.12 -0.44
C -0.15 -0.15 0.72
C 0.49 -1.36 0.86
C 0.39 -2.30 -0.15
C -0.33 -2.05 -1.31
C -0.97 -0.84 -1.45
H -1.55 -0.60 -2.33
H -0.36 -2.81 -2.07
S 1.18 -3.89 0.07
O 2.40 -3.73 0.81
O 1.23 -4.56 -1.20
N 0.08 -4.59 1.13
H 0.55 -5.30 1.67
C -1.15 -5.07 0.52
C -0.93 -6.19 -0.45
C -1.37 -6.39 -1.72
C -0.81 -7.62 -2.14
C -0.06 -8.07 -1.10
O -0.14 -7.21 -0.06
H 0.54 -8.95 -0.96
H -0.93 -8.10 -3.09
H -2.01 -5.75 -2.29
H -1.81 -5.39 1.33
H -1.61 -4.23 0.00
H 1.07 -1.61 1.73
H -0.09 0.60 1.50
H -2.22 3.67 2.40
H -3.62 3.05 1.52
H -3.24 4.78 1.47
*
```

Entry 2:
C14H19ClO6S2 | ωB97M-V/def2-TZVPD

Properties
SMILES = CC(C)OC(=O)C(C(=O)OC(C)C)=C1SC[C@H](OC(=O)CCl)S1
Energy relative to the best compared isomer or geometry (same formula, charge and spin) = 45.2 kcal per mole
E_LUMO = 0.18 eV

The geometry in ORCA input format:
```
! RIJCOSX wB97M-V def2-TZVPD def2/J DEFGRID3
* xyz 0 1
O -0.76 0.87 3.27
O 2.64 -0.53 3.28
O 2.35 3.88 -3.00
Cl -0.34 6.68 -2.48
O 1.41 4.64 -1.07
O -0.87 -0.19 1.24
O 1.90 -1.62 1.36
S 3.44 1.92 1.10
S 0.74 3.13 1.10
C -0.21 0.41 2.27
C 1.91 -0.58 2.28
C 1.71 4.72 -2.40
C 1.80 1.80 1.62
C 1.16 0.63 2.06
C 1.11 5.94 -3.26
C -2.85 0.90 1.04
C -2.65 -1.53 0.34
C 0.58 -3.41 2.45
C 2.25 -3.76 0.50
C 3.27 3.44 0.12
C 1.81 3.40 -0.40
C -2.20 -0.45 1.32
C 1.96 -2.96 1.79
H 0.86 5.51 -4.23
H 1.84 6.75 -3.47
H -2.63 1.25 0.07
H -2.59 1.73 1.66
H -3.94 0.79 1.10
H -2.48 -1.17 -0.66
H -3.72 -1.66 0.50
H -2.12 -2.45 0.51
H 0.33 -2.79 3.27
H 0.64 -4.41 2.91
H -0.23 -3.33 1.72
H 3.30 -3.63 0.08
H 1.98 -4.84 0.71
H 1.54 -3.49 -0.21
H 3.46 4.37 0.76
H 3.95 3.68 -0.64
H 1.53 2.68 -1.10
H -2.47 -0.92 2.33
H 2.82 -3.17 2.39
*
```

Entry 3:
C18H30N2O3S | ωB97M-V/def2-TZVPD

Properties
Energy relative to the best compared isomer or geometry (same formula, charge and spin) = 433.2 kcal per mole
E_LUMO = -0.36 eV

The geometry in ORCA input format:
```
! RIJCOSX wB97M-V def2-TZVPD def2/J DEFGRID3
* xyz 0 1
C -7.80 -2.49 0.93
H -7.58 -3.03 -0.10
C -6.60 -1.35 0.98
C -6.74 -0.45 -0.15
C -5.77 0.55 -0.11
C -4.40 0.19 -0.03
C -3.48 1.34 0.14
C -1.93 1.10 -0.15
C -1.51 0.50 -1.45
H -1.64 1.13 -2.18
H -2.08 -0.24 -1.53
C -0.07 0.23 -1.48
C 0.95 1.17 -1.41
H 0.52 2.32 -1.73
H 1.91 1.14 -1.84
S 1.19 1.81 0.56
O 1.07 0.58 1.37
O 0.61 3.06 0.80
N 3.02 2.34 0.30
N 3.94 1.45 0.47
C 3.78 0.14 0.14
C 4.84 -0.66 0.33
C 4.70 -2.01 0.13
C 5.67 -3.00 0.19
C 7.04 -2.44 -0.19
C 7.41 -1.23 0.14
C 6.31 -0.50 0.20
O 6.54 1.18 0.26
C 7.74 1.47 0.46
H 8.39 1.10 1.30
H 7.73 2.70 0.37
H 8.35 1.24 -0.68
H 8.39 -0.90 0.20
H 7.83 -3.44 -0.01
H 5.48 -4.17 -0.05
H 3.72 -2.26 0.09
H 2.87 -0.32 0.01
H 3.14 3.19 0.91
H 0.25 -0.47 -0.51
H 0.14 -0.29 -2.20
H -1.23 1.89 0.35
H -1.86 0.43 1.01
H -3.68 2.09 -0.84
H -3.64 1.89 0.92
H -4.32 -0.19 -1.10
H -3.94 -0.47 0.71
H -5.91 1.38 -0.67
H -5.81 1.05 1.06
H -7.78 0.10 -0.28
H -6.74 -0.85 -1.03
H -5.76 -1.88 0.98
H -6.87 -0.88 1.91
H -7.62 -3.15 1.56
H -8.77 -2.11 0.95
*
```

Entry 4:
C12H9F6N3O6PdS4 | ωB97M-V/def2-TZVPD

Properties
⟨S²⟩ = 6.04
E_LUMO (alpha / beta) = -7.24 / -10.15 eV

The geometry in ORCA input format:
```
! RIJCOSX wB97M-V def2-TZVPD def2/J DEFGRID3
* xyz 2 5
Pd 1.20 -0.18 -0.54
O -3.35 2.68 0.83
C -2.61 3.62 0.36
C -3.16 4.94 0.37
C -2.44 6.00 -0.10
C -1.15 5.78 -0.59
C -0.58 4.48 -0.61
C -1.28 3.39 -0.14
C -0.64 2.06 -0.18
O 0.52 1.94 -0.59
N -1.42 1.01 0.25
N -0.83 -0.16 0.18
C -1.59 -1.21 0.63
S -3.18 -0.97 1.20
C -3.30 -2.63 1.95
C -2.49 -3.58 1.09
S -0.92 -2.76 0.65
H -2.88 1.81 0.77
H -4.17 5.05 0.77
H -2.85 7.00 -0.09
H -0.56 6.60 -0.97
H 0.42 4.34 -0.99
H -4.35 -2.90 1.98
H -2.91 -2.56 2.96
H -3.00 -3.83 0.16
H -2.25 -4.50 1.62
F 4.26 -1.84 2.91
C 4.50 -2.39 1.74
F 4.33 -3.69 1.79
F 5.69 -2.08 1.31
S 3.28 -1.65 0.54
O 3.64 -0.27 0.33
O 1.90 -1.71 1.08
N 3.45 -2.57 -0.73
S 2.58 -2.09 -1.94
O 2.89 -0.78 -2.44
O 1.13 -2.16 -1.62
C 2.97 -3.35 -3.25
F 2.86 -4.56 -2.75
F 2.11 -3.17 -4.23
F 4.20 -3.12 -3.66
*
```

no.,F_max (eV/A),total energy (eV)
1,1.09,-61145.275
2,4.85,-61301.869
3,12.35,-39092.297
4,0.56,-92449.363